Computed, not measured: a 2-piece molecular cluster, C4H12 overall, with ωB97M-V with the def2-TZVPD basis set.

Calculated values
relative energy (zero: lowest compared OMol25 entry of this formula, charge and spin)	0.340	eV
total energy	-4342.18815	eV
structure (SMILES)	CC.CC
total charge	0
frontier orbital gap	12.7	eV

Last column: Löwdin charge in e.
CARTESIAN COORDINATES (ANGSTROEM)
C (-0.65758, 2.04456, -0.36239)  -0.1815
C (-0.02203, 2.65918, 0.87371)  -0.1636
H (-0.95168, 2.81549, -1.08482)  0.0618
H (-0.02234, 1.39982, -0.97554)  0.0470
H (-1.55196, 1.44824, -0.21609)  0.0578
H (-0.56305, 3.57993, 1.09926)  0.0590
H (1.00347, 2.96598, 0.68329)  0.0630
H (-0.15424, 2.05479, 1.76184)  0.0567
C (0.42246, -2.01952, -0.92901)  -0.1605
C (0.24690, -2.69097, 0.45173)  -0.1692
H (0.90165, -1.06451, -0.84761)  0.0360
H (1.22296, -2.59190, -1.40797)  0.0632
H (-0.54027, -1.97679, -1.41966)  0.0626
H (-0.36862, -2.10845, 1.11703)  0.0492
H (-0.14720, -3.68542, 0.25534)  0.0584
H (1.18154, -2.83044, 1.00088)  0.0601